C40H64Br22N4OS2 | wB97M-V/def2-TZVPD

Geometry as XYZ:
```
133
Properties=species:S:1:pos:R:3:forces:R:3
C -1.307 0.590 0.457 0.094 -0.173 -0.241
C -1.897 0.002 -0.827 -0.132 -0.086 0.630
C -1.249 -1.324 -1.181 -0.041 -0.102 -0.185
O -0.345 -1.201 -2.292 -0.060 0.021 0.015
C 0.969 -1.296 -1.985 -0.457 0.418 -0.209
C 1.566 -2.472 -1.687 -0.585 -0.525 -0.293
N 0.762 -3.648 -1.733 0.201 0.116 0.469
C 0.766 -4.494 -0.872 0.163 0.344 -0.452
S 0.800 -5.590 0.221 -0.170 -0.546 0.348
C 2.937 -2.576 -1.345 0.124 -0.168 0.084
C 3.733 -1.491 -1.299 0.453 0.193 -0.068
C 5.175 -1.501 -0.912 -0.430 0.021 0.174
C 5.399 -0.625 0.330 0.273 -0.192 -0.013
C 5.952 -1.355 1.554 0.010 0.252 0.029
C 5.210 -0.912 2.803 0.123 0.219 0.020
N 3.938 -1.584 2.952 0.010 -0.137 -0.103
C 3.744 -2.939 2.843 0.347 0.346 0.062
C 2.426 -3.205 3.057 0.005 -0.470 -0.037
C 1.787 -1.977 3.307 -0.269 -0.153 0.016
C 2.741 -1.005 3.238 -0.501 0.274 -0.018
C 3.151 -0.244 -1.648 -0.042 -0.124 -0.024
N 3.792 0.918 -1.700 0.605 0.159 0.072
S 2.737 2.018 -2.142 -0.622 0.158 -0.132
N 1.412 1.110 -2.295 -0.041 0.500 -0.069
C 1.779 -0.129 -1.990 0.111 -0.161 -0.021
H -1.748 0.089 1.312 -0.046 -0.030 0.284
H -1.472 1.655 0.541 -0.078 0.237 0.067
H -0.237 0.410 0.507 0.257 0.117 -0.029
H -2.945 -0.205 -0.625 -0.322 0.126 -0.190
H -1.837 0.702 -1.653 0.085 0.026 -0.270
H -1.973 -2.083 -1.454 -0.216 -0.056 -0.209
H -0.723 -1.701 -0.307 0.238 -0.144 0.083
H 3.338 -3.549 -1.116 0.033 -0.216 0.076
H 5.465 -2.528 -0.712 0.218 -0.182 -0.053
H 5.732 -1.139 -1.767 0.290 0.027 0.005
H 6.050 0.202 0.073 0.091 0.247 0.009
H 4.454 -0.186 0.629 -0.249 0.129 -0.076
H 7.005 -1.134 1.704 0.244 -0.055 -0.094
H 5.857 -2.424 1.414 0.085 -0.276 0.092
H 5.816 -1.002 3.700 0.066 -0.317 0.206
H 5.009 0.148 2.691 -0.142 0.238 0.133
H 4.572 -3.589 2.648 0.116 -0.212 -0.041
H 1.996 -4.187 3.031 -0.182 -0.139 0.021
H 0.745 -1.828 3.505 -0.238 0.102 0.051
H 2.563 0.048 3.352 0.525 0.216 -0.046
Br -0.158 4.036 2.627 -0.019 -0.013 -0.116
C -1.568 5.306 2.205 0.044 -0.164 0.083
C -2.681 4.631 1.447 -0.010 0.095 -0.135
Br -2.188 4.271 -0.403 -0.113 0.037 0.039
H -1.111 6.119 1.651 -0.034 0.025 -0.039
H -1.930 5.681 3.160 -0.004 -0.007 0.016
H -3.561 5.269 1.401 0.011 0.024 0.005
H -2.947 3.675 1.888 -0.014 -0.003 0.052
Br -7.238 0.518 -1.752 -0.013 0.066 0.035
C -5.694 1.622 -1.328 -0.051 -0.212 0.019
C -5.517 1.817 0.152 0.071 0.138 0.052
Br -6.783 3.105 0.879 0.007 -0.030 0.002
H -5.821 2.559 -1.854 0.014 0.027 -0.019
H -4.836 1.094 -1.737 0.025 0.029 -0.010
H -4.532 2.236 0.351 0.028 -0.012 -0.047
H -5.647 0.898 0.713 -0.010 -0.028 0.002
Br 0.168 1.425 -7.793 -0.012 0.050 -0.005
C 1.722 2.456 -7.241 -0.032 -0.148 -0.041
C 1.780 2.630 -5.748 -0.002 0.147 0.110
Br 0.498 3.945 -5.111 -0.038 -0.049 0.028
H 1.669 3.404 -7.765 0.016 0.033 0.005
H 2.585 1.892 -7.588 0.023 -0.007 0.023
H 2.757 3.009 -5.452 -0.003 0.004 -0.032
H 1.570 1.709 -5.212 0.001 -0.035 -0.010
Br -4.661 -5.761 -4.489 0.015 -0.034 0.044
C -2.828 -6.054 -3.914 -0.150 0.105 0.030
C -2.206 -7.234 -4.606 0.097 -0.137 0.085
Br -2.887 -8.907 -3.892 0.023 -0.116 -0.155
H -2.855 -6.183 -2.836 0.035 -0.015 -0.003
H -2.296 -5.143 -4.158 0.104 0.100 -0.046
H -1.130 -7.253 -4.436 -0.020 0.035 0.051
H -2.410 -7.242 -5.672 -0.018 0.035 -0.021
Br -2.003 3.145 6.427 0.007 -0.037 -0.016
C -0.362 2.662 7.356 -0.098 0.134 0.023
C 0.862 3.001 6.551 0.100 -0.036 -0.103
Br 1.145 1.738 5.102 -0.013 -0.025 0.083
H -0.431 1.602 7.578 0.002 -0.026 -0.004
H -0.379 3.230 8.283 0.035 0.018 0.001
H 1.754 2.934 7.170 -0.020 -0.008 0.045
H 0.805 3.987 6.098 -0.026 0.013 -0.010
Br 0.553 -10.693 -7.881 0.027 0.004 0.055
C 0.060 -9.099 -6.887 -0.075 -0.086 -0.120
C 1.028 -7.969 -7.115 0.077 0.055 0.164
Br 2.692 -8.230 -6.143 -0.011 -0.015 -0.049
H -0.004 -9.388 -5.843 -0.003 0.018 0.029
H -0.929 -8.826 -7.249 -0.005 0.023 -0.010
H 0.616 -7.036 -6.737 -0.031 0.000 -0.008
H 1.291 -7.854 -8.161 -0.021 -0.003 -0.032
Br 0.483 6.788 4.805 0.044 0.088 0.125
C -0.494 7.439 6.355 0.094 -0.095 -0.070
C -1.973 7.216 6.201 -0.107 0.113 -0.035
Br -2.776 8.477 4.955 0.007 -0.060 -0.032
H -0.239 8.487 6.473 -0.045 0.032 0.032
H -0.120 6.875 7.206 -0.020 -0.018 0.012
H -2.471 7.384 7.151 -0.006 0.001 0.076
H -2.206 6.222 5.833 0.043 -0.047 0.046
Br -4.129 4.998 10.077 0.043 0.021 0.021
C -4.975 6.705 10.464 -0.042 -0.191 -0.049
C -4.558 7.762 9.480 0.066 0.172 0.039
Br -2.755 8.404 9.836 0.014 -0.029 -0.048
H -4.716 6.964 11.485 0.005 0.029 0.017
H -6.045 6.523 10.393 -0.015 0.027 -0.028
H -5.197 8.638 9.561 -0.023 -0.007 0.028
H -4.570 7.399 8.458 -0.025 -0.009 -0.023
Br 0.307 -9.387 0.013 -0.239 0.065 -0.080
C -1.250 -10.119 0.925 0.105 -0.054 -0.011
C -2.516 -10.159 0.106 -0.039 0.044 -0.029
Br -3.420 -8.450 -0.079 0.176 0.088 0.102
H -1.364 -9.542 1.836 -0.068 0.012 0.017
H -0.961 -11.137 1.175 -0.038 -0.018 0.041
H -3.239 -10.796 0.611 0.019 -0.056 -0.011
H -2.352 -10.525 -0.902 0.073 -0.025 -0.008
Br -3.786 3.618 -3.650 0.109 0.005 -0.112
C -4.711 5.307 -3.402 -0.096 -0.171 -0.013
C -4.275 6.325 -4.421 0.085 0.161 0.095
Br -2.515 7.033 -3.999 0.034 -0.031 -0.065
H -4.512 5.626 -2.384 0.029 0.022 0.010
H -5.770 5.083 -3.513 -0.010 0.028 -0.040
H -4.945 7.181 -4.417 -0.028 -0.010 0.031
H -4.219 5.911 -5.422 -0.007 -0.030 -0.015
Br 5.132 1.281 -5.113 -0.003 -0.032 0.052
C 6.922 0.980 -4.412 -0.054 0.075 -0.103
C 7.529 -0.273 -4.986 0.034 -0.137 0.084
Br 6.783 -1.878 -4.183 0.014 -0.005 -0.191
H 6.837 0.950 -3.330 -0.033 -0.019 0.020
H 7.501 1.851 -4.710 0.020 -0.003 -0.013
H 8.596 -0.317 -4.783 0.006 0.070 0.031
H 7.358 -0.349 -6.055 0.017 -0.004 -0.030
```
Forces are in eV/Å.

Properties
HOMO	-8.16	eV
DFT total energy	-1613132.09314	eV
gap between HOMO and LUMO	7.8265	eV
2S+1	1

Atomic partial charges in e from the Mulliken method, atoms 1 to 4: -0.84 -0.01 -0.84 -0.59